{
  "formula": "C56H54BrF2N2O12P2S",
  "method": "ωB97M-V with the def2-TZVPD basis set",
  "elements": ["F", "C", "H", "C", "N", "C", "C", "C", "H", "H", "C", "O", "H", "H", "H", "O", "H", "H", "C", "C", "H", "H", "O", "C", "C", "H", "H", "C", "O", "C", "H", "C", "H", "H", "O", "C", "C", "H", "H", "O", "C", "C", "H", "C", "C", "C", "H", "C", "H", "C", "H", "H", "C", "H", "C", "H", "C", "C", "C", "O", "H", "H", "C", "H", "H", "C", "H", "H", "H", "C", "H", "H", "C", "H", "H", "C", "H", "C", "H", "C", "S", "C", "H", "H", "H", "C", "C", "H", "P", "C", "C", "H", "C", "C", "H", "C", "C", "C", "C", "H", "H", "C", "H", "C", "H", "H", "O", "H", "N", "C", "C", "Br", "C", "H", "O", "C", "C", "O", "C", "H", "H", "O", "H", "C", "P", "F", "C", "O", "C", "H"],
  "coordinates": [[3.689752, 2.940617, 2.973949], [-9.052010, -3.706991, -10.466867], [7.335914, -2.603689, -1.293535], [5.749775, 0.978979, 1.385573], [1.421319, 2.188331, -0.052156], [4.390918, -0.925872, 2.437835], [-5.221440, -6.138959, -8.038455], [-1.165754, 0.757021, 3.907123], [6.439681, 0.561861, 8.598725], [5.354125, -2.178219, 0.301996], [-10.533038, -2.036502, -11.349823], [3.429659, 3.412117, 5.301277], [-0.072927, 4.571105, -2.763630], [-1.768908, 1.010933, 5.977843], [1.745128, 3.035764, -0.500379], [-4.028148, 3.901102, -6.831502], [1.077439, 0.872146, 12.293540], [3.472153, 0.078516, 12.014219], [5.697789, -1.149317, 0.329172], [0.029232, -0.040350, 4.407041], [4.874537, 2.616388, 7.105748], [-7.551137, -7.548020, -10.058869], [1.619722, -3.431325, 4.391469], [-6.774144, -4.488727, -8.832994], [2.022576, 0.411532, 6.217532], [6.209856, -1.891684, -2.457566], [-4.348636, -6.398756, -7.454456], [-1.514828, 4.015480, -4.239994], [-9.218726, -5.991563, -11.027186], [-2.396483, 5.805840, -5.591461], [2.752099, -2.716440, 1.565274], [3.085967, 0.884931, 8.259526], [-10.225306, -0.035405, -10.634505], [-3.053036, 6.136608, -6.384005], [4.808809, 1.519100, 4.546801], [-3.856536, -0.201673, -6.037236], [7.006666, -1.668849, -1.750366], [5.470834, 1.641528, 2.183959], [-8.323444, -0.661113, -9.177528], [0.858174, 2.421291, 4.744075], [2.818956, -0.768236, 2.570243], [7.003100, 0.593834, -0.636988], [-4.476413, -0.908460, -6.574743], [1.970839, 0.334553, 1.821728], [1.971182, 0.821051, 9.086189], [-2.277539, 1.613692, -4.650806], [-1.498820, -0.078448, -3.603747], [4.454723, 0.361717, 10.130090], [0.824230, 1.707153, -0.721845], [-0.718515, 4.924658, -3.555290], [1.069698, 0.348631, 6.733080], [-5.138196, -4.053552, -7.529044], [6.557564, -0.717078, -0.672085], [6.457497, 2.703868, 7.879109], [-5.904229, -7.123181, -8.744949], [0.758818, -0.356785, 0.095060], [-3.948800, 1.149332, -6.325473], [-2.365552, 4.458688, -5.254510], [-5.657540, -4.825969, -8.078653], [2.600473, -0.494634, 3.959142], [0.985945, 1.016737, 8.687465], [4.579650, -1.993517, 2.367796], [-2.015534, 1.409737, 4.996950], [2.161174, 0.072843, -1.262253], [2.411213, -0.609785, 6.183243], [0.853166, 0.473780, 11.305826], [-11.359536, -1.763310, -11.992323], [-0.135780, 6.972962, -3.358201], [7.873875, -1.270078, -2.274704], [5.811018, 2.086006, 7.255911], [-10.607894, -4.119922, -11.871663], [-1.804037, 2.478786, 5.030829], [2.483405, -3.023836, 3.678970], [-4.631617, 1.507067, -7.083258], [4.773588, -1.128860, 7.046726], [5.627087, -0.465810, 6.913266], [-0.922629, 1.457012, 3.119455], [-3.253984, 3.508680, -5.984085], [5.439014, 0.196041, 10.549689], [-0.757632, 6.266586, -3.891689], [3.586759, 2.278303, 4.433840], [6.597137, 1.429654, 0.392006], [5.650072, -0.109897, 5.887024], [6.952006, 2.450581, 0.433624], [7.677318, 0.958790, -1.401256], [4.355646, 0.656949, 8.779140], [-3.156700, 2.061189, -5.639423], [-0.216533, -0.441025, 5.388622], [1.703925, 0.862843, 4.410421], [0.601438, 2.788507, 5.937883], [3.346079, 0.294958, 10.961252], [0.163015, -0.903771, 3.762921], [-8.830330, -1.408440, -9.771784], [-7.014592, -6.792374, -9.502386], [0.512304, -0.555350, 11.423322], [-1.432150, 2.570837, -3.882789], [-8.401237, -2.728340, -9.713206], [-10.116163, -3.354943, -11.287208], [-1.591329, 6.705802, -4.914516], [-2.896589, -1.703878, -4.840644], [4.799382, -0.639245, 3.404249], [-8.627793, -5.135272, -10.404586], [-1.613340, 7.754127, -5.181320], [0.643685, -0.159821, 1.163106], [6.519274, -1.074047, 7.072106], [0.050072, 1.053345, 10.856718], [2.953867, 0.124105, -0.717378], [-5.565697, -8.149964, -8.705813], [0.310909, 3.136564, 7.003020], [-2.186126, 0.257061, -4.367640], [-7.236500, -3.071515, -8.848324], [-2.399954, -0.562287, 2.971600], [5.267122, -0.324108, 1.361358], [6.264393, 1.960964, 6.275077], [1.564721, 1.294200, 2.779142], [-9.893751, -1.064148, -10.588145], [2.083104, 0.527867, 10.435449], [-6.681973, -2.223548, -8.182203], [-7.449137, -5.474152, -9.556247], [1.216626, -2.275750, 2.276236], [-0.067732, 0.653594, 1.249222], [2.971866, 1.196346, 6.931382], [0.210501, -1.055276, 1.573215], [-2.971471, -0.647289, -5.061353], [2.815662, 1.320415, 0.427623], [3.780201, -3.312975, 3.964408], [2.281115, -2.225788, 2.418149], [-0.694959, 2.187717, -2.999822], [5.595927, 0.710667, 7.923132], [-3.078146, 1.306161, 4.809668]],
  "forces_ev_per_a": [[-0.01, 0.12, -0.35], [0.06, 0.00, 0.04], [-0.11, -0.12, -0.07], [0.09, -0.01, 0.14], [0.36, -0.03, -0.70], [0.26, 0.25, -0.06], [-0.02, -0.01, -0.01], [-0.64, -0.51, 0.28], [-0.02, -0.06, 0.12], [-0.03, -0.06, 0.02], [0.02, 0.01, 0.02], [0.04, 0.20, -0.25], [-0.01, -0.06, 0.00], [-0.11, -0.12, 0.06], [-0.14, 0.14, 0.03], [0.01, 0.00, -0.01], [-0.10, 0.03, 0.09], [-0.02, -0.03, 0.07], [-0.07, -0.06, -0.08], [0.18, 0.18, -0.29], [0.04, 0.01, -0.06], [-0.04, 0.04, -0.04], [0.70, 0.20, -0.42], [-0.05, 0.00, -0.05], [0.59, -0.19, 0.23], [-0.01, 0.01, -0.10], [0.00, -0.01, 0.01], [-0.04, -0.03, -0.04], [0.00, 0.00, -0.01], [0.02, 0.11, 0.01], [0.06, -0.03, 0.02], [-0.23, -0.09, 0.18], [0.00, 0.01, 0.00], [-0.04, -0.06, -0.01], [0.04, 0.03, -0.56], [-0.01, -0.03, -0.01], [0.25, -0.02, 0.36], [-0.08, 0.08, 0.16], [0.05, -0.04, 0.02], [-0.02, 0.23, 0.23], [0.39, -0.47, 0.83], [-0.06, 0.05, 0.05], [-0.02, 0.00, 0.00], [-1.05, -0.43, -0.90], [-0.16, -0.04, -0.08], [-0.01, 0.07, -0.02], [0.01, 0.06, 0.03], [-0.06, 0.06, 0.27], [-0.27, 0.14, 0.23], [0.04, 0.09, 0.02], [-0.14, 0.42, 0.04], [-0.04, 0.05, -0.01], [0.02, -0.08, -0.12], [0.02, 0.09, 0.05], [0.00, 0.02, 0.01], [0.06, -0.21, 0.03], [-0.03, -0.09, -0.02], [0.02, -0.07, 0.02], [0.06, -0.06, 0.04], [0.21, 0.50, -0.19], [-0.02, 0.15, -0.13], [-0.02, 0.02, 0.01], [0.30, 0.46, -0.14], [0.01, -0.17, -0.05], [-0.10, -0.09, -0.17], [0.24, -0.03, -0.16], [-0.01, 0.00, 0.00], [0.00, 0.01, 0.00], [-0.09, 0.08, -0.19], [0.02, -0.11, 0.20], [0.03, -0.06, 0.03], [0.05, 0.02, 0.05], [-0.48, -0.23, 0.43], [0.02, 0.06, 0.00], [-0.10, -0.01, -0.09], [0.14, 0.01, 0.08], [0.09, -0.05, -0.10], [-0.04, 0.01, -0.03], [0.08, -0.04, 0.00], [-0.01, 0.01, -0.02], [0.28, -0.01, 1.06], [0.11, 0.12, 0.04], [-0.17, -0.02, -0.01], [0.04, 0.05, -0.03], [0.04, 0.01, -0.06], [0.38, 0.13, 0.01], [0.05, 0.04, 0.04], [0.03, -0.08, 0.06], [-1.07, -1.10, -0.51], [0.13, 0.05, -0.15], [0.06, 0.03, -0.16], [0.16, -0.02, 0.01], [-0.06, 0.08, -0.04], [0.07, -0.08, 0.03], [-0.08, -0.05, 0.04], [0.02, -0.01, 0.05], [0.01, -0.07, -0.01], [-0.08, 0.07, -0.04], [0.01, -0.02, 0.01], [-0.01, -0.01, 0.01], [-0.14, 0.24, 0.05], [-0.03, -0.04, -0.02], [0.00, 0.01, 0.01], [0.45, 0.03, -0.16], [0.05, -0.02, 0.00], [-0.10, 0.03, 0.06], [-0.04, 0.03, -0.13], [0.01, -0.01, 0.00], [-0.07, -0.04, -0.06], [-0.02, -0.10, -0.01], [0.02, 0.04, 0.03], [0.09, 0.13, 0.01], [-0.18, -0.17, -0.27], [0.10, 0.12, 0.11], [0.52, 0.22, 0.56], [-0.01, -0.02, -0.01], [0.01, -0.01, 0.17], [0.05, 0.03, 0.02], [-0.01, 0.07, 0.00], [-0.25, 0.04, -0.02], [-0.05, -0.05, 0.07], [-0.29, -0.16, -0.24], [-0.25, -0.02, 0.26], [-0.01, 0.02, -0.02], [0.30, 0.41, 0.74], [-0.27, -0.01, -0.02], [0.00, 0.12, -0.24], [0.08, -0.05, 0.05], [0.11, -0.06, -0.27], [-0.07, -0.08, 0.01]],
  "homo_lumo_gap_ev": 5.4,
  "max_force_ev_per_a": 1.62,
  "charge": -1
}